This record from the Open Molecules 2025 dataset describes the molecule C9H18N2O4 in a non-equilibrium geometry. The level of theory is the ωB97M-V functional and the def2-TZVPD basis.

Last column: natural (NBO) charge in e.
Element x y z (Å)
C1 0.877512 -2.379567 1.553665  -0.610
C2 1.848051 -1.644466 0.614614  -0.242
C3 3.328079 -2.028777 0.762548  -0.609
C4 1.831552 -0.133857 0.744608  -0.139
N1 2.185351 0.324553 2.095534  -0.824
C5 0.444045 0.487301 0.356009  0.670
O1 -0.365068 0.843610 1.259636  -0.658
N2 0.052517 0.711742 -0.949418  -0.607
C6 -1.146062 1.408533 -1.258188  -0.176
C7 -1.252086 2.661700 -0.425784  0.816
O2 -0.301567 3.339113 -0.333751  -0.580
O3 -2.519894 3.114385 -0.142084  -0.723
C8 -2.323631 0.353427 -1.130376  0.104
C9 -3.523819 0.640679 -2.082497  -0.620
O4 -1.955720 -0.921356 -1.579427  -0.705
H1 -0.184889 -2.125466 1.206694  0.202
H2 0.870981 -3.466629 1.462077  0.223
H3 1.126460 -2.099738 2.602865  0.213
H4 1.567351 -2.014422 -0.421315  0.209
H5 3.474433 -3.092316 0.854008  0.209
H6 3.868226 -1.556098 1.616324  0.234
H7 3.941398 -1.784541 -0.248227  0.200
H8 2.674754 0.382304 0.204926  0.217
H9 2.281464 1.335068 1.844514  0.371
H10 1.438298 0.076865 2.765612  0.379
H11 0.808835 0.742230 -1.647348  0.408
H12 -1.057339 1.832109 -2.295680  0.237
H13 -2.634988 3.987834 0.259897  0.509
H14 -2.580587 0.345976 -0.100090  0.184
H15 -3.203460 0.656808 -3.108665  0.208
H16 -4.297301 -0.181144 -2.026369  0.220
H17 -3.892702 1.538615 -1.714833  0.215
H18 -1.380195 -1.354476 -0.739477  0.463

Cartesian forces (eV/Å) of the 2 atoms listed first:
C -0.89 0.91 -0.16
C 0.82 -1.36 -1.39

Calculated values
total energy: -20794.1844 eV
SMILES: CC(C)[C@H](N)C(=O)N[C@H](C(=O)O)[C@@H](C)O
orbital gap: 10.190 eV
energy above the lowest of the compared OMol25 structures with the same formula, charge and spin: 2.976 eV